The following is a quantum chemistry calculation of 3 unconnected molecules or ions with the total composition C16H27F2NO10S, from the Open Molecules 2025 dataset.

```
57
Properties=species:S:1:pos:R:3:lowdin_charge:R:1
C -3.12 -1.48 2.06 -0.037
H -0.90 1.37 2.03 0.087
O 0.40 2.83 -4.29 0.066
O -2.99 1.39 -1.56 -0.206
C -0.15 -3.80 1.12 -0.077
H 0.48 -3.96 1.99 0.079
H -3.04 -3.46 1.13 0.097
H -0.17 -1.44 2.21 0.122
H -1.54 2.99 -3.58 0.135
H 0.79 -0.12 3.84 0.084
H -0.31 -4.78 0.67 0.080
C -1.39 -2.54 -1.51 -0.043
H 4.41 0.89 -2.37 0.136
H -0.36 4.78 -2.41 0.137
O 2.60 3.29 -4.39 0.150
H -4.02 -0.94 2.38 0.145
O -1.07 0.50 -0.36 -0.156
N -0.74 0.52 2.55 -0.076
H -0.77 -3.08 -2.22 0.089
C 0.48 -2.81 0.14 -0.206
H 5.98 0.71 -0.52 0.131
O 3.21 1.10 -0.71 0.054
H -2.03 -3.26 -1.01 0.078
C 4.26 1.58 -1.55 -0.102
C 0.01 3.77 -2.23 -0.095
F -4.88 -3.04 1.75 -0.041
H -0.54 1.74 -2.82 0.118
C 5.43 1.65 -0.57 -0.101
H 0.73 -0.28 1.23 0.123
C -0.47 -1.80 -0.54 -0.265
C -1.14 -0.76 0.42 -0.249
C 0.30 0.81 3.54 -0.093
H 0.92 -3.37 -0.68 0.112
H -1.12 -3.46 1.49 0.038
H 1.31 -2.29 0.62 0.102
O -2.03 2.64 0.32 -0.219
H -0.13 1.27 4.43 0.077
H -0.15 3.51 -1.19 0.115
C -0.26 -0.51 1.64 -0.175
C 3.50 1.42 0.58 -0.563
C -3.52 -2.94 1.96 -0.187
H 1.05 1.46 3.09 0.061
O 2.72 1.33 1.48 0.149
O 1.41 3.74 -2.54 0.051
H -3.30 -3.47 2.89 0.126
O 4.77 1.86 0.68 0.068
H 3.98 2.56 -1.93 0.124
O -3.12 0.51 0.76 -0.086
H 0.17 -1.16 -1.15 0.146
C -0.55 2.76 -3.22 -0.109
C 1.57 3.29 -3.80 -0.581
S -2.35 1.40 -0.29 0.582
H 6.12 2.47 -0.75 0.133
C -2.69 -0.85 0.75 -0.405
H -2.37 -1.29 2.83 0.116
F -3.36 -1.45 -0.28 0.074
H -2.02 -1.86 -2.08 0.088
```

- SMILES string: CC[C@@H](C)[C@@]1(CNC)OS(=O)(=O)O[C@]1(F)CCF.O=C1OCCO1.O=C1OCCO1
- E_tot: -2030.95003 a.u.
- Molar mass: 463.5 g/mol
- Charge: 0